{
  "formula": "C28H74FN4O19P3",
  "method": "the ωB97M-V functional and the def2-TZVPD basis",
  "species": ["O", "C", "O", "C", "C", "F", "O", "H", "H", "H", "C", "O", "P", "O", "O", "C", "O", "C", "H", "H", "H", "H", "H", "H", "H", "H", "H", "C", "O", "P", "O", "O", "C", "O", "C", "H", "H", "H", "H", "H", "H", "H", "H", "H", "C", "O", "P", "O", "O", "C", "O", "C", "H", "H", "H", "H", "H", "H", "H", "H", "H", "C", "O", "C", "C", "C", "N", "H", "H", "H", "H", "H", "H", "H", "H", "H", "H", "H", "C", "O", "C", "C", "C", "N", "H", "H", "H", "H", "H", "H", "H", "H", "H", "H", "H", "C", "O", "C", "C", "C", "N", "H", "H", "H", "H", "H", "H", "H", "H", "H", "H", "H", "C", "O", "C", "C", "C", "N", "H", "H", "H", "H", "H", "H", "H", "H", "H", "H", "H"],
  "xyz": [[-5.411, 2.242, 0.175], [-5.096, 1.914, -0.917], [-5.455, 0.763, -1.519], [-5.114, 0.893, -2.884], [-3.895, 1.808, -2.826], [-3.832, 2.574, -3.945], [-4.209, 2.582, -1.699], [-4.863, -0.079, -3.306], [-5.859, 1.328, -3.554], [-2.955, 1.280, -2.677], [3.346, 5.807, -0.125], [4.022, 5.020, 0.859], [3.513, 5.105, 2.374], [3.834, 6.347, 3.089], [1.940, 4.770, 2.241], [1.394, 3.690, 1.514], [4.095, 3.737, 3.009], [3.855, 3.391, 4.377], [2.462, 6.367, 0.191], [3.139, 5.224, -1.016], [3.996, 6.658, -0.347], [1.854, 3.505, 0.544], [0.317, 3.835, 1.419], [1.427, 2.766, 2.096], [4.703, 3.641, 5.009], [3.774, 2.305, 4.266], [2.897, 3.695, 4.800], [-2.576, 1.674, 3.286], [-3.784, 1.262, 3.897], [-4.322, -0.230, 3.679], [-5.517, -0.560, 4.443], [-4.572, -0.268, 2.102], [-5.401, -1.228, 1.462], [-3.012, -1.096, 3.956], [-2.863, -2.417, 3.426], [-2.064, 2.368, 3.954], [-2.717, 2.183, 2.331], [-1.866, 0.859, 3.123], [-4.897, -2.016, 0.896], [-6.147, -0.684, 0.890], [-5.912, -1.862, 2.196], [-3.487, -2.608, 2.558], [-3.153, -3.056, 4.268], [-1.818, -2.670, 3.254], [-3.860, -5.229, -0.773], [-3.974, -3.857, -1.128], [-3.372, -3.338, -2.503], [-3.490, -1.900, -2.741], [-1.852, -3.859, -2.403], [-0.789, -3.270, -3.118], [-3.921, -4.295, -3.660], [-5.195, -3.979, -4.264], [-3.152, -5.350, 0.050], [-3.485, -5.875, -1.567], [-4.810, -5.615, -0.407], [-0.117, -2.787, -2.407], [-1.116, -2.505, -3.829], [-0.226, -3.972, -3.735], [-5.144, -4.175, -5.329], [-5.520, -2.990, -3.948], [-5.951, -4.659, -3.862], [4.149, 0.422, -0.304], [4.596, 0.811, -1.572], [5.485, -0.074, -2.209], [6.857, -0.210, -1.548], [7.649, 1.047, -1.859], [7.598, -1.391, -2.056], [3.707, -0.579, -0.367], [3.407, 1.130, 0.061], [4.880, 0.419, 0.514], [4.982, -1.052, -2.151], [5.593, 0.182, -3.263], [6.736, -0.296, -0.467], [7.749, 1.242, -2.926], [8.618, 1.067, -1.347], [7.215, 1.909, -1.336], [8.535, -1.357, -1.671], [7.729, -1.163, -3.042], [-0.394, -2.053, 5.286], [-0.143, -2.559, 4.003], [-0.067, -3.961, 3.878], [0.314, -4.365, 2.456], [-0.791, -4.148, 1.398], [0.669, -5.790, 2.483], [-0.847, -1.067, 5.191], [0.468, -1.929, 5.952], [-1.073, -2.683, 5.872], [0.568, -4.441, 4.630], [-1.054, -4.369, 4.160], [1.198, -3.760, 2.233], [-1.198, -3.136, 1.466], [-1.618, -4.796, 1.711], [-0.463, -4.439, 0.404], [1.313, -6.081, 1.759], [-0.198, -6.265, 2.253], [2.186, -0.290, 2.854], [1.589, 0.386, 1.780], [0.364, -0.214, 1.414], [-0.122, 0.270, 0.060], [-1.462, -0.329, -0.364], [0.858, -0.084, -0.946], [2.715, -1.195, 2.531], [1.476, -0.627, 3.615], [2.930, 0.372, 3.297], [0.411, -1.309, 1.357], [-0.356, 0.055, 2.196], [-0.267, 1.355, 0.186], [-1.777, 0.177, -1.275], [-2.290, -0.293, 0.351], [-1.388, -1.393, -0.602], [0.783, 0.426, -1.819], [1.797, -0.008, -0.578], [-0.134, 0.846, -4.116], [0.606, 1.661, -3.208], [1.082, 2.826, -3.835], [0.912, 3.988, -2.835], [-0.540, 4.130, -2.395], [1.265, 5.297, -3.439], [-0.733, 1.428, -4.819], [-0.735, 0.111, -3.584], [0.544, 0.273, -4.760], [2.121, 2.771, -4.200], [0.679, 3.116, -4.818], [1.597, 3.738, -2.023], [-0.623, 4.881, -1.611], [-0.963, 3.209, -1.984], [-1.235, 4.345, -3.211], [2.170, 5.200, -3.892], [0.572, 5.456, -4.163]],
  "charge": 0,
  "smiles": "O=C1OC[C@@H](F)O1.COP(=O)(OC)OC.COP(=O)(OC)OC.COP(=O)(OC)OC.COC[C@H](C)N.COC[C@H](C)N.COC[C@H](C)N.COC[C@H](C)N",
  "e_homo_ev": -8.970,
  "e_lumo_ev": 0.296,
  "orbital_gap_ev": 9.3
}

=====

{
  "formula": "C34H36FNO19S",
  "method": "the ωB97M-V functional and the def2-TZVPD basis",
  "species": ["C", "C", "O", "C", "C", "C", "S", "O", "C", "O", "C", "C", "N", "C", "C", "F", "H", "H", "H", "H", "H", "H", "H", "H", "H", "H", "H", "H", "H", "H", "H", "H", "H", "H", "H", "H", "O", "C", "C", "C", "O", "C", "O", "C", "C", "O", "H", "H", "H", "H", "O", "C", "C", "C", "O", "C", "O", "C", "C", "O", "H", "H", "H", "H", "O", "C", "C", "C", "O", "C", "O", "C", "C", "O", "H", "H", "H", "H", "O", "C", "C", "C", "O", "C", "O", "C", "C", "O", "H", "H", "H", "H"],
  "xyz": [[3.419, -1.334, 3.956], [3.182, -1.502, 2.441], [1.890, -1.938, 2.100], [1.600, -3.251, 2.562], [0.552, -3.848, 1.638], [-0.914, -3.719, 2.019], [-1.809, -4.500, 0.590], [-1.405, -2.370, 2.002], [-0.973, -1.488, 2.940], [-0.505, -1.804, 4.012], [-1.194, -0.054, 2.541], [0.038, 0.821, 2.838], [0.157, 1.975, 1.937], [-1.322, -4.569, 3.246], [-2.675, -4.211, 3.823], [-0.349, -4.578, 4.238], [4.247, -1.960, 4.281], [2.547, -1.614, 4.539], [3.685, -0.304, 4.176], [3.338, -0.538, 1.965], [3.945, -2.179, 2.055], [1.312, -3.231, 3.605], [2.518, -3.847, 2.488], [0.751, -4.914, 1.522], [0.703, -3.413, 0.652], [-2.970, -3.857, 0.686], [-1.542, 0.031, 1.516], [-2.013, 0.290, 3.175], [-0.092, 1.238, 3.833], [0.949, 0.235, 2.840], [-0.409, 2.737, 2.275], [-0.226, 1.759, 1.027], [-1.392, -5.592, 2.878], [-2.786, -3.143, 3.985], [-3.445, -4.512, 3.116], [-2.821, -4.728, 4.766], [2.246, 7.114, -2.672], [1.553, 6.598, -1.814], [0.722, 7.339, -0.887], [-0.003, 6.679, 0.023], [-0.797, 7.290, 0.896], [0.019, 5.180, 0.125], [-0.666, 4.667, 0.993], [0.841, 4.436, -0.808], [1.560, 5.096, -1.723], [2.333, 4.493, -2.617], [0.708, 8.417, -0.967], [-1.192, 6.583, 1.439], [0.846, 3.358, -0.730], [2.739, 5.204, -3.146], [-1.636, 6.160, -2.411], [-2.251, 6.858, -3.197], [-1.666, 7.440, -4.389], [-2.420, 8.210, -5.185], [-1.966, 8.779, -6.290], [-3.867, 8.497, -4.879], [-4.470, 9.219, -5.649], [-4.456, 7.897, -3.695], [-3.702, 7.126, -2.901], [-4.162, 6.541, -1.803], [-0.625, 7.232, -4.597], [-2.715, 9.279, -6.666], [-5.498, 8.097, -3.491], [-3.412, 6.049, -1.421], [9.302, -5.787, -0.629], [8.548, -5.177, 0.103], [7.325, -5.731, 0.657], [6.553, -4.970, 1.444], [5.423, -5.398, 1.990], [6.911, -3.546, 1.774], [6.139, -2.926, 2.483], [8.142, -2.997, 1.238], [8.916, -3.759, 0.453], [10.054, -3.337, -0.076], [7.076, -6.754, 0.411], [5.071, -4.650, 2.507], [8.395, -1.979, 1.493], [10.403, -4.084, -0.599], [-7.298, -3.438, -5.249], [-6.600, -3.663, -4.280], [-5.186, -3.983, -4.350], [-4.506, -4.230, -3.222], [-3.214, -4.521, -3.204], [-5.170, -4.190, -1.871], [-4.478, -4.449, -0.903], [-6.576, -3.849, -1.796], [-7.254, -3.599, -2.925], [-8.539, -3.281, -2.947], [-4.722, -4.011, -5.326], [-2.963, -4.646, -2.270], [-7.037, -3.809, -0.819], [-8.772, -3.160, -3.887]],
  "charge": 0,
  "smiles": "CCOCC[C@](S)(OC(=O)CCN)[C@H](C)F.O=C1C=C(O)C(=O)C=C1O.O=C1C=C(O)C(=O)C=C1O.O=C1C=C(O)C(=O)C=C1O.O=C1C=C(O)C(=O)C=C1O",
  "e_homo_ev": -9.195,
  "e_lumo_ev": -1.672,
  "de_lowest_kcal_mol": 5.8,
  "orbital_gap_ev": 7.5
}